Arrangement one

Formula: C9H15N2P
Source: the OMol25 dataset
Level of theory: ωB97M-V with the def2-TZVPD basis set

XYZ file:
```
27
Properties=species:S:1:pos:R:3:mulliken_charge:R:1
P 2.536 0.857 -0.640 -0.04
N 2.291 -1.676 0.400 0.02
N -0.309 -2.004 -0.390 0.01
C -3.025 -0.345 -0.227 -1.95
C -1.554 0.161 -0.333 2.31
C 1.795 -2.824 0.307 -0.18
C -1.472 1.322 -1.386 -1.75
C 2.396 2.160 0.664 -0.82
C 0.505 -3.011 -0.322 -0.38
C 1.932 -0.507 0.500 -0.36
C -0.599 -0.923 -0.781 -0.81
C -0.946 0.682 1.062 -1.13
H 0.087 0.761 0.901 -0.31
H -1.478 1.504 1.375 0.61
H 3.406 2.387 1.068 0.38
H -2.024 2.160 -1.106 0.51
H -3.591 0.359 0.352 0.37
H 3.860 0.621 -0.253 0.04
H 2.305 -3.773 0.457 0.33
H -1.116 -0.052 1.795 0.43
H 1.792 1.630 1.305 0.27
H 0.052 -4.011 -0.304 0.33
H 1.943 3.212 0.391 0.24
H -0.594 1.831 -1.511 0.42
H -3.309 -0.365 -1.237 0.48
H -3.090 -1.187 0.273 0.54
H -1.792 1.031 -2.360 0.41
```

* LUMO: 0.012 Eh
* HOMO level: -6.61 eV
* molecular weight: 182.21 Da
* HOMO-LUMO gap: 6.933 eV
* spin multiplicity: 1
* net charge: 0

=====

Arrangement two

Formula: C9H15N2P
Source: the OMol25 dataset
Level of theory: ωB97M-V with the def2-TZVPD basis set

XYZ file:
```
27
Properties=species:S:1:pos:R:3:mulliken_charge:R:1
P -1.411 -0.454 0.617 0.11
N 0.717 -0.110 -1.871 -1.07
N -0.328 -0.906 -2.155 0.78
C 0.650 0.542 -0.666 0.02
C 0.204 2.151 1.663 -0.69
C 0.761 2.840 0.379 -0.67
C 0.856 0.736 1.860 -0.99
C 0.389 -0.200 0.672 0.08
C -1.429 -0.940 -1.539 -0.59
C 0.727 1.887 -0.751 -0.31
C -1.408 -2.303 1.106 -1.02
C -0.252 -1.448 -3.483 -1.05
H -0.449 -2.575 1.698 0.28
H -2.234 -2.516 1.754 0.36
H 0.466 2.550 2.730 0.29
H -1.220 -1.656 -3.843 0.36
H 0.205 -0.700 -3.977 0.39
H 0.726 2.233 -1.882 0.20
H 0.321 3.847 0.164 0.34
H -0.870 1.935 1.750 0.39
H 0.637 0.319 2.818 0.37
H 1.741 3.137 0.728 0.30
H -1.441 -2.858 0.193 0.30
H 0.266 -2.480 -3.287 0.30
H -2.183 -1.737 -1.545 0.48
H 1.962 0.656 1.747 0.34
H 1.081 -1.035 0.501 0.68
```

* LUMO: 0.033 Eh
* HOMO level: -7.34 eV
* molecular weight: 182.21 Da
* HOMO-LUMO gap: 8.224 eV
* spin multiplicity: 1
* net charge: 0

=====

It is arrangement one that is the least stable of them.

=====

Arrangement one

Formula: C5H10NO2P
Source: the OMol25 dataset
Level of theory: ωB97M-V with the def2-TZVPD basis set

XYZ file:
```
19
Properties=species:S:1:pos:R:3:mulliken_charge:R:1
P 2.336 -1.073 0.817 -0.13
O -1.341 -0.196 1.437 -0.32
O -2.264 -2.083 0.756 -0.52
N 0.957 -0.667 -0.008 -0.39
C -0.475 0.819 1.334 0.06
C -1.349 -1.327 0.709 0.36
C -0.103 -1.558 -0.205 0.48
C -0.806 1.976 0.473 -0.97
C -0.651 -1.438 -1.639 -1.36
H 0.151 -2.607 0.008 0.46
H -1.529 2.622 0.986 0.34
H 0.172 0.958 2.191 0.42
H -0.770 -0.387 -1.895 0.24
H -1.605 -1.953 -1.721 0.39
H -1.260 1.655 -0.465 0.24
H 0.087 2.558 0.265 0.30
H 2.993 0.139 0.578 0.05
H 0.064 -1.876 -2.329 0.34
H 2.063 -0.755 2.162 0.00
```

* LUMO (alpha / beta): -0.031 / -0.009 Eh
* HOMO level (alpha / beta): -8.10 / -8.36 eV
* molecular weight: 147.11 Da
* HOMO-LUMO gap (alpha / beta): 7.252 / 8.105 eV
* spin multiplicity: 1
* net charge: 0

=====

Arrangement two

Formula: C5H10NO2P
Source: the OMol25 dataset
Level of theory: ωB97M-V with the def2-TZVPD basis set

XYZ file:
```
19
Properties=species:S:1:pos:R:3:mulliken_charge:R:1
P -0.928 0.503 0.937 0.85
O -2.356 0.300 0.707 -0.74
O 1.823 1.103 -1.844 -0.52
N -1.417 0.211 -1.993 -0.61
C -0.323 0.365 -1.444 0.15
C 1.077 0.159 -1.840 0.56
C 1.482 -1.165 -2.358 -1.00
C -0.132 -1.155 1.680 -1.01
C -0.522 1.825 2.245 -0.97
H 0.300 -1.033 2.599 0.46
H -1.290 2.668 2.143 0.29
H 1.074 -1.830 -1.699 0.36
H 2.568 -1.329 -2.307 0.30
H -0.551 1.308 3.184 0.32
H 0.583 -1.417 0.886 0.20
H -2.084 0.141 -1.210 0.45
H 1.232 -1.252 -3.430 0.29
H -0.968 -1.826 1.630 0.29
H 0.433 2.423 2.114 0.32
```

* LUMO: -0.015 Eh
* HOMO level: -8.67 eV
* molecular weight: 147.11 Da
* HOMO-LUMO gap: 8.266 eV
* spin multiplicity: 1
* net charge: 0

=====

Arrangement three

Formula: C5H10NO2P
Source: the OMol25 dataset
Level of theory: ωB97M-V with the def2-TZVPD basis set

XYZ file:
```
19
Properties=species:S:1:pos:R:3:mulliken_charge:R:1
P -1.473 -0.309 -0.302 0.46
O -2.027 -1.158 0.748 -0.58
O 0.613 -2.257 -0.405 -0.28
N -2.590 0.748 -0.827 -0.53
C -3.915 0.635 -0.246 -0.64
C 1.428 0.819 0.954 -1.21
C 1.601 -0.032 -0.335 0.72
C 0.684 -1.105 -0.364 0.28
C 3.039 -0.594 -0.454 -1.45
H 1.309 0.712 -1.177 0.28
H -4.046 0.160 0.691 0.29
H 3.778 0.160 -0.296 0.42
H -4.389 -0.127 -0.980 0.26
H 3.123 -1.128 -1.390 0.37
H 1.768 0.376 1.830 0.38
H 1.747 1.827 1.068 0.39
H 3.327 -1.297 0.306 0.37
H -4.249 1.678 -0.026 0.27
H 0.273 0.891 1.203 0.20
```

* LUMO (alpha / beta): -0.016 / -0.016 Eh
* HOMO level (alpha / beta): -8.46 / -8.46 eV
* molecular weight: 147.11 Da
* HOMO-LUMO gap (alpha / beta): 8.018 / 8.017 eV
* spin multiplicity: 1
* net charge: 0

=====

It is arrangement three that is the least stable of them.

=====

Arrangement one

Formula: C5H7N3
Source: the OMol25 dataset
Level of theory: ωB97M-V with the def2-TZVPD basis set

XYZ file:
```
15
Properties=species:S:1:pos:R:3:mulliken_charge:R:1
N 1.647 -1.050 0.081 -1.02
N 0.739 1.672 -0.196 -0.66
N 0.400 -0.561 -0.051 0.68
C -1.614 0.682 0.118 -0.30
C 2.635 -0.281 -0.035 -0.45
C -1.841 -0.841 -0.108 -0.41
C -0.730 -1.534 -0.108 -0.47
C -0.084 0.747 -0.070 0.53
H -2.886 -1.227 -0.190 0.34
H -1.874 0.937 1.308 0.21
H 0.370 2.599 -0.132 0.20
H 2.360 0.711 0.043 0.36
H 3.634 -0.684 0.130 0.26
H -2.390 1.377 -0.496 0.31
H -0.366 -2.548 -0.294 0.41
```

* SMILES string: [H]/N=C1\CC=CN1N=C
* LUMO: 0.034 Eh
* HOMO level: -8.16 eV
* molecular weight: 109.13 Da
* HOMO-LUMO gap: 9.094 eV
* spin multiplicity: 1
* net charge: 0

=====

Arrangement two

Formula: C5H7N3
Source: the OMol25 dataset
Level of theory: ωB97M-V with the def2-TZVPD basis set

XYZ file:
```
15
Properties=species:S:1:pos:R:3:mulliken_charge:R:1
N 3.550 -1.275 0.119 -0.47
N -0.121 -0.943 -0.275 -0.22
N -2.467 -0.966 0.439 -0.59
C -0.543 1.460 -0.123 -1.63
C 2.654 -0.502 0.127 0.06
C -1.484 -1.384 -0.241 -0.07
C 0.374 0.314 -0.121 1.15
C 1.736 0.553 0.043 -0.63
H 2.029 1.535 0.126 0.42
H -0.163 2.495 -0.169 0.34
H -0.986 1.517 0.897 0.36
H -1.623 -2.308 -0.771 0.40
H -2.173 -0.139 0.981 0.26
H -1.342 1.353 -0.921 0.37
H 0.560 -1.710 -0.112 0.25
```

* SMILES string: [H]/N=C\N/C(C)=C\C#N
* LUMO: 0.017 Eh
* HOMO level: -8.81 eV
* molecular weight: 109.13 Da
* HOMO-LUMO gap: 9.275 eV
* spin multiplicity: 1
* net charge: 0

=====

It is arrangement one that is the least stable of them.

=====

Arrangement one

Formula: C2H10NO
Source: the OMol25 dataset
Level of theory: ωB97M-V with the def2-TZVPD basis set

XYZ file:
```
14
Properties=species:S:1:pos:R:3:mulliken_charge:R:1
O -0.954 -0.565 0.131 -0.50
N 1.573 -0.156 -0.766 -0.28
C 1.480 0.790 0.379 -0.72
C -2.360 -0.249 0.182 -0.66
H 2.092 0.481 1.215 0.33
H 1.096 -1.039 -0.570 0.33
H 1.302 0.180 -1.685 0.34
H -2.829 -1.061 -0.385 0.27
H -2.858 -0.300 1.146 0.29
H -2.624 0.684 -0.296 0.27
H 1.867 1.747 0.012 0.36
H -0.802 -1.149 0.887 0.31
H 2.553 -0.447 -0.837 0.37
H 0.463 1.086 0.587 0.29
```

* LUMO: -0.136 Eh
* HOMO level: -14.53 eV
* molecular weight: 64.11 Da
* HOMO-LUMO gap: 10.822 eV
* spin multiplicity: 1
* net charge: +1

=====

Arrangement two

Formula: C2H10NO
Source: the OMol25 dataset
Level of theory: ωB97M-V with the def2-TZVPD basis set

XYZ file:
```
14
Properties=species:S:1:pos:R:3:mulliken_charge:R:1
O -2.195 -1.175 -1.027 -0.65
N 0.199 -0.607 0.228 -0.36
C 1.044 0.666 -0.173 -0.23
C 1.382 1.424 1.095 -1.10
H 0.336 -0.808 1.212 0.36
H 0.476 -1.460 -0.224 0.34
H 1.940 0.210 -0.573 0.32
H -0.814 -0.441 0.143 0.34
H 1.178 2.484 0.921 0.33
H -2.302 -0.860 -1.936 0.32
H -2.855 -1.866 -1.123 0.32
H 0.363 1.190 -0.828 0.30
H 2.332 1.122 1.517 0.35
H 0.648 1.295 1.904 0.38
```

* LUMO: -0.123 Eh
* HOMO level: -16.35 eV
* molecular weight: 64.11 Da
* HOMO-LUMO gap: 12.992 eV
* spin multiplicity: 1
* net charge: +1

=====

It is arrangement one that is the least stable of them.